DFT (the ωB97M-V functional and the def2-TZVPD basis) results for a structure of composition C12H15ClN2O6S4SbTi at a distorted geometry.

Geometry as XYZ:
```
42
C12H15ClN2O6S4SbTi | the OMol25 dataset | the ωB97M-V functional and the def2-TZVPD basis
Ti -0.150 1.519 -0.231
O -1.954 -1.615 2.244
C -1.756 -0.852 1.175
O -0.671 -0.360 0.924
C -2.992 -0.778 0.297
O -3.010 0.319 -0.564
C -3.617 1.483 0.005
C -2.811 1.986 1.201
O -3.360 2.217 2.259
O -1.552 2.157 0.940
H -1.129 -1.640 2.757
H -2.943 -1.685 -0.313
H -3.881 -0.835 0.932
H -3.598 2.236 -0.782
H -4.642 1.268 0.313
S 2.859 1.815 -3.734
Sb 3.315 3.526 -2.319
S 0.892 3.594 -0.622
S -0.723 3.169 -1.822
S 4.495 2.780 -0.451
N 3.180 1.794 2.305
C 2.010 1.150 2.191
N 1.925 -0.126 2.712
O 1.012 1.685 1.690
H 4.000 1.246 2.503
H 3.347 2.492 1.578
H 2.787 -0.647 2.747
H 1.166 -0.635 2.278
Cl 2.242 0.190 -0.650
C 1.414 -1.303 -1.020
C 1.974 -2.519 -0.689
C 1.247 -3.680 -0.941
C -0.009 -3.585 -1.522
C -0.536 -2.344 -1.866
C 0.167 -1.164 -1.627
C -0.314 0.199 -1.928
H 2.958 -2.558 -0.241
H 1.666 -4.646 -0.688
H -0.579 -4.484 -1.726
H -1.507 -2.281 -2.348
H -1.311 0.208 -2.363
H 0.387 0.704 -2.605
```

## Properties
**Kohn-Sham gap**: 5.58 eV
**Strongest force on any atom**: 1.18 eV Å⁻¹
**Total charge**: -1
**ΔE to the lowest compared entry with this formula, charge and spin**: 53.5 kcal/mol


DFT (the ωB97M-V functional and the def2-TZVPD basis) results for a structure of composition C17H28ErNO2P2Te at a distorted geometry.

Geometry as XYZ:
```
52
C17H28ErNO2P2Te | the OMol25 dataset | the ωB97M-V functional and the def2-TZVPD basis
Er 0.134 0.915 0.172
P -2.490 0.619 -0.363
C -2.219 1.322 -2.091
C -0.838 1.530 -2.692
N 0.288 1.321 -2.011
C 1.539 1.443 -2.435
C 1.690 1.955 -3.688
C 0.569 2.237 -4.455
C -0.717 1.996 -3.981
C 2.719 1.127 -1.538
P 2.594 -0.325 -0.344
H -1.608 2.183 -4.522
H 2.694 2.118 -4.019
H 0.683 2.631 -5.439
H 3.559 0.870 -2.201
H 3.021 2.042 -0.994
H -2.780 0.663 -2.763
H -2.809 2.262 -2.194
H -1.993 -4.290 -3.659
O -1.654 -3.909 -4.447
H -1.297 -3.080 -4.252
H -0.700 -3.955 0.976
O -0.483 -3.066 1.008
H -0.552 -3.733 1.864
C 3.076 -1.674 -1.482
H 3.866 -1.359 -2.181
H 3.433 -2.522 -0.880
H 2.191 -1.989 -2.048
C 4.173 -0.073 0.576
H 4.382 -1.009 1.115
H 5.015 0.157 -0.098
H 4.047 0.735 1.310
C -3.522 1.971 0.319
H -4.541 1.954 -0.096
H -3.569 1.797 1.403
H -3.064 2.955 0.142
C -3.710 -0.686 -0.699
H -3.752 -1.301 0.208
H -4.711 -0.278 -0.915
H -3.376 -1.318 -1.537
Te 1.701 2.518 2.126
C 0.604 0.920 3.334
C -0.747 1.091 3.711
C -1.268 0.348 4.788
C -0.456 -0.575 5.459
C 0.869 -0.793 5.049
C 1.398 -0.052 3.976
H -1.365 1.814 3.163
H -2.307 0.496 5.103
H -0.856 -1.130 6.310
H 1.485 -1.536 5.565
H 2.421 -0.212 3.621
```

## Properties
**⟨S²⟩**: 3.7539
**Kohn-Sham gap (alpha / beta)**: 6.82 / 6.94 eV
**Strongest force on any atom**: 7.66 eV Å⁻¹
**Total charge**: +2
**Multiplicity**: 4


DFT (the ωB97M-V functional and the def2-TZVPD basis) results for a structure of composition C20H21IN2O7Os.

Geometry as XYZ:
```
52
C20H21IN2O7Os | the OMol25 dataset | the ωB97M-V functional and the def2-TZVPD basis
Os -0.559 -0.155 -0.057
O 2.803 -2.491 0.743
C 1.685 -2.062 0.871
O 1.264 -0.962 0.278
C 0.684 -2.647 1.853
C 0.206 -1.478 2.729
C -0.545 -1.965 3.957
C -1.863 -2.492 3.341
C -1.673 -2.196 1.861
O -0.887 -0.937 1.911
C -0.661 -3.131 1.210
C -0.643 -2.987 -0.320
O 0.144 -3.676 -0.970
O -1.403 -2.086 -0.823
H 1.178 -3.424 2.429
H 0.941 -0.697 2.891
H -0.730 -1.144 4.648
H 0.024 -2.732 4.480
H -2.726 -1.958 3.733
H -2.017 -3.557 3.508
H -2.568 -2.010 1.280
H -0.843 -4.179 1.445
C 0.227 1.564 0.875
C 1.079 2.415 -0.004
C 0.573 3.557 -0.625
C 1.334 4.273 -1.540
C 2.625 3.866 -1.845
C 3.152 2.746 -1.214
C 2.389 2.031 -0.304
H -0.611 2.144 1.279
H 0.822 1.208 1.721
H -0.438 3.877 -0.402
H 0.916 5.152 -2.015
H 3.217 4.418 -2.564
H 4.159 2.420 -1.441
H 2.793 1.137 0.155
C -3.931 1.852 -0.743
C -2.676 1.097 -0.503
O -2.557 0.202 0.388
O -1.613 1.296 -1.156
H -4.781 1.293 -0.363
H -4.041 2.049 -1.807
H -3.872 2.808 -0.219
I 2.216 1.310 -5.384
C 1.365 0.279 -3.822
C 1.346 -1.089 -3.623
N 0.705 -1.318 -2.481
N 0.316 -0.163 -1.918
C 0.714 0.823 -2.722
H 1.739 -1.900 -4.212
H 0.507 -2.229 -2.035
H 0.517 1.852 -2.475
```

## Properties
**Kohn-Sham gap**: 7.83 eV
**Strongest force on any atom**: 0.18 eV Å⁻¹
**Total charge**: 0
**ΔE to the lowest compared entry with this formula, charge and spin**: 0.0 kcal/mol


DFT (the ωB97M-V functional and the def2-TZVPD basis) results for a structure of composition C33H28Br2N7P2PbS2Se2.

Geometry as XYZ:
```
77
C33H28Br2N7P2PbS2Se2 | the OMol25 dataset | the ωB97M-V functional and the def2-TZVPD basis
Pb 0.039 -0.066 -0.059
Se -5.791 3.325 2.536
P -3.844 3.616 3.251
C -3.226 5.323 3.132
C -4.100 6.315 2.702
C -3.672 7.633 2.635
C -2.373 7.954 2.999
C -1.504 6.964 3.438
C -1.921 5.644 3.506
C -3.656 3.120 4.982
C -3.772 1.765 5.282
C -3.648 1.336 6.591
C -3.422 2.259 7.605
C -3.346 3.611 7.310
C -3.467 4.047 5.998
C -2.547 2.628 2.451
C -2.412 1.825 1.312
N -1.137 1.338 1.378
N -0.544 1.813 2.462
N -1.364 2.575 3.110
P -3.475 1.410 -0.074
Se -2.538 -0.092 -1.340
C -4.986 0.651 0.537
C -6.218 0.944 -0.030
C -7.355 0.343 0.485
C -7.254 -0.547 1.544
C -6.014 -0.864 2.081
C -4.872 -0.268 1.574
C -3.798 2.897 -1.058
C -4.105 2.735 -2.409
C -4.354 3.845 -3.200
C -4.311 5.115 -2.641
C -4.001 5.278 -1.300
C -3.736 4.173 -0.507
H -5.113 6.043 2.426
H -4.356 8.406 2.310
H -2.035 8.981 2.939
H -0.498 7.226 3.740
H -1.247 4.868 3.843
H -3.967 1.055 4.486
H -3.735 0.283 6.827
H -3.316 1.922 8.628
H -3.196 4.332 8.103
H -3.413 5.103 5.768
H -6.290 1.655 -0.844
H -8.324 0.582 0.067
H -8.147 -0.999 1.955
H -5.935 -1.571 2.896
H -3.895 -0.508 1.981
H -4.144 1.739 -2.832
H -4.591 3.715 -4.248
H -4.516 5.981 -3.258
H -3.959 6.266 -0.861
H -3.483 4.318 0.529
Br 1.416 -3.297 -1.480
C 0.431 -4.348 -0.189
Br -0.266 -3.309 1.291
H 1.107 -5.084 0.222
H -0.410 -4.803 -0.694
N 2.560 -0.813 2.807
C 2.925 0.203 1.994
N 2.201 0.663 1.011
C 2.853 1.662 0.311
C 4.097 1.945 0.764
S 4.486 0.962 2.123
C 2.176 2.309 -0.808
C 2.641 3.386 -1.476
S 1.548 3.859 -2.720
C 0.490 2.556 -2.264
N 0.944 1.830 -1.263
N -0.675 2.378 -2.893
H 1.583 -1.048 2.860
H 3.105 -0.992 3.632
H 4.809 2.657 0.382
H 3.554 3.931 -1.308
H -0.887 2.918 -3.713
H -1.272 1.589 -2.665
```

## Properties
**Kohn-Sham gap**: 7.53 eV
**Strongest force on any atom**: 0.62 eV Å⁻¹
**Total charge**: +1


DFT (the ωB97M-V functional and the def2-TZVPD basis) results for a cluster of 2 separate species, C3H9NO2 in total at a distorted geometry.

Geometry as XYZ:
```
15
C3H9NO2 | the OMol25 dataset | the ωB97M-V functional and the def2-TZVPD basis
O 1.372 -1.356 0.918
C 1.554 -0.667 -0.108
C 1.721 0.816 -0.082
H 1.794 -1.080 -1.117
H 1.753 1.254 0.915
H 2.522 1.321 -0.637
H 0.809 1.148 -0.619
N -0.925 -0.967 -0.489
C -1.240 0.241 0.148
O -2.148 0.218 1.256
H -1.693 -1.287 -1.059
H -0.376 -1.743 -0.078
H -1.676 0.999 -0.535
H -0.442 0.744 0.659
H -3.025 0.359 0.827
```

## Properties
**⟨S²⟩**: 0.7679
**Kohn-Sham gap (alpha / beta)**: 11.82 / 5.07 eV
**Strongest force on any atom**: 4.03 eV Å⁻¹
**Total charge**: +1
**Multiplicity**: 2
**ΔE to the lowest compared entry with this formula, charge and spin**: 65.2 kcal/mol


DFT (the ωB97M-V functional and the def2-TZVPD basis) results for a structure of composition C16H14N4O5RhSe.

Geometry as XYZ:
```
41
C16H14N4O5RhSe | the OMol25 dataset | the ωB97M-V functional and the def2-TZVPD basis
Rh -0.271 0.592 0.144
O 7.185 3.157 0.114
C 7.342 2.015 0.002
O 7.487 0.865 -0.019
C 4.308 1.536 0.045
C 4.004 0.203 0.019
C 2.650 -0.101 0.043
N 1.730 0.868 0.089
C 2.087 2.162 0.131
C 3.407 2.565 0.106
C 0.942 3.128 0.255
O 1.080 4.309 0.293
O -0.247 2.500 0.342
H 4.749 -0.580 -0.016
H 2.292 -1.120 0.024
H 3.655 3.618 0.141
C -4.528 0.960 0.763
C -4.533 0.392 -0.660
C -3.155 -0.235 -0.804
O -2.327 0.450 0.192
C -3.109 1.455 0.916
H -4.745 0.181 1.494
H -5.245 1.767 0.892
H -4.672 1.190 -1.389
H -5.316 -0.347 -0.811
H -2.709 -0.086 -1.785
H -3.137 -1.295 -0.554
H -2.943 2.424 0.447
H -2.736 1.471 1.937
Se -0.216 -2.362 3.062
N -0.323 -3.780 1.979
C -0.299 -3.355 0.716
C -0.357 -4.093 -0.479
C -0.327 -3.403 -1.699
C -0.245 -2.029 -1.764
N -0.163 -1.296 -0.618
C -0.184 -1.929 0.572
N -0.104 -1.182 1.656
H -0.421 -5.171 -0.448
H -0.371 -3.955 -2.627
H -0.231 -1.490 -2.700
```

## Properties
**⟨S²⟩**: 6.0558
**Kohn-Sham gap (alpha / beta)**: 5.66 / 5.91 eV
**Strongest force on any atom**: 0.68 eV Å⁻¹
**Total charge**: +1
**Multiplicity**: 5
**ΔE to the lowest compared entry with this formula, charge and spin**: 4.9 kcal/mol


DFT (the ωB97M-V functional and the def2-TZVPD basis) results for a structure of composition C20H40O26S6 at a distorted geometry.

Geometry as XYZ:
```
92
C20H40O26S6 | the OMol25 dataset | the ωB97M-V functional and the def2-TZVPD basis
C -3.293 1.690 1.862
C -4.660 1.478 2.497
C -4.540 2.033 3.897
O -3.251 2.596 4.059
C -2.358 2.041 3.112
H -3.321 2.393 1.029
H -2.957 0.753 1.417
H -5.077 0.478 2.384
H -5.341 2.084 1.900
H -4.610 1.236 4.636
H -5.196 2.863 4.162
H -1.842 1.164 3.502
H -1.523 2.701 2.875
C 2.792 -1.382 4.850
C 3.466 -2.728 5.035
C 3.138 -3.440 3.740
O 2.832 -2.443 2.792
C 2.153 -1.456 3.520
H 3.436 -0.503 4.825
H 1.998 -1.323 5.595
H 3.084 -3.414 5.791
H 4.527 -2.815 5.267
H 2.270 -4.073 3.927
H 3.917 -4.129 3.415
H 1.081 -1.650 3.568
H 2.407 -0.619 2.869
C -2.426 -2.686 1.689
C -2.870 -4.112 1.411
O -3.019 -4.696 2.715
S -1.837 -4.121 3.715
O -0.670 -4.943 3.693
O -2.444 -3.623 4.969
O -1.545 -2.821 2.744
H -3.308 -2.107 1.962
H -1.930 -2.253 0.820
H -2.155 -4.714 0.850
H -3.775 -4.043 0.809
C 0.269 4.786 0.479
C 1.290 5.980 0.243
O 2.231 5.413 -0.687
S 1.587 4.283 -1.697
O 2.478 3.095 -1.768
O 1.217 4.924 -2.980
O 0.271 4.066 -0.671
H -0.745 5.118 0.701
H 0.668 4.118 1.242
H 1.916 6.347 1.056
H 0.834 6.898 -0.126
C -0.190 0.871 -2.475
C -1.331 0.204 -1.733
O -0.850 -0.019 -0.362
S 0.839 0.038 -0.197
O 1.418 -1.319 0.150
O 1.099 1.153 0.708
O 1.005 0.401 -1.831
H -0.170 1.939 -2.260
H -0.367 0.844 -3.550
H -1.575 -0.816 -2.031
H -2.289 0.720 -1.679
C 1.272 -4.038 -3.455
C 1.236 -2.847 -2.518
O 0.050 -2.876 -1.756
S -1.070 -3.806 -2.476
O -2.005 -3.079 -3.374
O -1.694 -4.635 -1.427
O -0.006 -4.622 -3.418
H 1.911 -4.821 -3.046
H 1.558 -3.742 -4.464
H 1.074 -1.947 -3.111
H 2.024 -2.802 -1.766
C 5.066 -1.269 -0.966
C 5.968 -1.369 0.328
O 6.679 -0.100 0.246
S 6.000 1.093 -0.709
O 7.049 1.494 -1.626
O 5.289 2.158 0.011
O 4.886 0.066 -1.358
H 4.161 -1.875 -0.916
H 5.583 -1.687 -1.829
H 6.813 -2.055 0.379
H 5.403 -1.256 1.253
C -3.428 2.875 -6.769
C -4.510 3.586 -5.992
O -4.523 2.909 -4.774
S -3.062 2.253 -4.440
O -3.128 0.812 -4.383
O -2.388 2.911 -3.339
O -2.412 2.833 -5.855
H -3.028 3.421 -7.624
H -3.608 1.842 -7.066
H -5.502 3.467 -6.428
H -4.412 4.649 -5.769
```

## Properties
**Kohn-Sham gap**: 9.55 eV
**Strongest force on any atom**: 5.10 eV Å⁻¹
**Total charge**: 0
**ΔE to the lowest compared entry with this formula, charge and spin**: 101.3 kcal/mol


DFT (the ωB97M-V functional and the def2-TZVPD basis) results for an isolated molecule of C21H21ClN4O3 at a distorted geometry.

Geometry as XYZ:
```
50
C21H21ClN4O3 | the OMol25 dataset | the ωB97M-V functional and the def2-TZVPD basis
C -9.755 -1.385 0.727
O -8.746 -1.536 -0.243
C -7.536 -0.955 -0.023
C -6.584 -1.137 -1.030
C -5.328 -0.587 -0.911
C -4.992 0.158 0.219
C -3.675 0.747 0.337
N -3.277 1.438 1.371
O -1.984 1.820 1.076
C -1.722 1.310 -0.144
N -0.560 1.578 -0.748
C -0.199 0.858 -1.949
C 0.836 -0.223 -1.642
C 2.049 0.392 -0.940
C 3.060 -0.689 -0.564
O 2.777 -1.861 -0.480
N 4.295 -0.166 -0.315
C 5.458 -0.813 0.095
C 5.546 -2.191 0.278
C 6.735 -2.769 0.682
C 7.857 -1.991 0.911
C 7.789 -0.619 0.735
C 6.601 -0.042 0.332
Cl 6.532 1.685 0.119
C 1.585 1.113 0.334
C 0.540 2.173 -0.026
N -2.725 0.638 -0.642
C -5.938 0.335 1.223
C -7.201 -0.214 1.108
H -10.019 -0.333 0.872
H -10.619 -1.922 0.338
H -9.460 -1.823 1.686
H -6.862 -1.716 -1.896
H -4.590 -0.721 -1.685
H 0.214 1.580 -2.663
H -1.108 0.423 -2.362
H 0.399 -0.983 -0.993
H 1.147 -0.710 -2.566
H 2.528 1.117 -1.609
H 4.413 0.836 -0.413
H 4.671 -2.794 0.099
H 6.783 -3.838 0.817
H 8.784 -2.444 1.226
H 8.653 0.002 0.911
H 1.142 0.384 1.016
H 2.425 1.590 0.843
H 0.993 2.934 -0.671
H 0.153 2.655 0.872
H -5.670 0.912 2.095
H -7.915 -0.058 1.901
```

## Properties
**Kohn-Sham gap**: 8.58 eV
**Strongest force on any atom**: 1.30 eV Å⁻¹
**Total charge**: 0
**ΔE to the lowest compared entry with this formula, charge and spin**: 56.5 kcal/mol
**Structure (SMILES)**: COc1ccc(-c2noc(N3CCC(C(=O)Nc4ccccc4Cl)CC3)n2)cc1


Number 1: E -4170.151837 a.u.. Number 2: E -2834.993812 a.u.. Number 3: E -1799.315665 a.u.. Number 4: E -13280.373982 a.u.. Number 5: E -324.521722 a.u.. Number 6: E -3724.958631 a.u.. Number 7: E -5131.083194 a.u.. Number 8: E -1717.790705 a.u..